Molecular formula: C34H42BNO2S
Method: DFT, ωB97M-V with the def2-TZVPD basis set

Output
Molecular weight: 539.59 g mol⁻¹
LUMO level: -0.045 hartree
ΔE to the lowest compared entry with this formula, charge and spin: 515.8 kJ/mol
Electronic energy: -1948.9368 hartree
Frontier orbital gap: 3.33 eV

Last column: Löwdin charge in e.
Geometry (Å):
S 1.3160 1.4753 -3.4067  1.17
O -0.4424 -1.2396 -0.9262  0.09
O 1.6947 -0.2596 -0.9413  0.05
N -2.5130 4.6497 0.7446  -0.18
C -2.5969 -2.5323 2.7347  -0.04
C 5.3609 -1.9452 3.3690  -0.07
C -0.0234 0.6450 -2.5582  -0.35
C -1.9278 5.9831 0.7200  -0.05
C 2.6638 0.0525 1.6506  -0.03
C -0.5169 1.3733 -1.0849  -0.17
C 2.8728 -2.1275 3.3865  -0.06
C 3.8969 -0.3475 2.1130  -0.06
C -1.9058 3.6195 0.1037  -0.22
C -3.8133 4.4941 1.3795  -0.05
C 0.2206 -0.3345 1.4490  -0.03
C 1.4759 -0.6626 2.0168  -0.21
C 1.2372 1.8266 -6.1854  -0.09
C -3.1983 -0.1852 2.8952  -0.05
C -0.5233 3.6933 -0.2600  0.00
C 0.4788 -2.2777 -1.3377  -0.41
C -1.9364 0.1788 2.4543  -0.03
C 1.6144 -1.7354 2.9595  -0.03
C 3.0031 -2.2394 -0.6290  -0.01
C -1.0095 -0.8055 2.0338  -0.19
C -2.5579 2.3797 -0.1482  -0.01
C -0.9237 0.2143 -3.5314  -0.07
C -4.9063 -1.9185 3.4786  -0.08
C 4.0169 -1.4465 2.9787  -0.31
C 2.4513 -1.4301 -2.8771  -0.03
C -1.9167 1.3290 -0.7787  0.02
C 1.9199 -1.5856 -1.4517  -0.42
C -3.5265 -1.5372 3.0768  -0.30
C -1.3576 -2.1949 2.2053  -0.03
C 0.1470 2.6055 -0.7572  -0.03
C 0.6166 1.2846 -4.9523  -0.55
C -0.0574 -2.8193 -2.6548  0.00
C 0.4864 -3.3485 -0.2702  -0.01
C -0.5819 0.6001 -4.8435  -0.10
B 0.3042 -0.0865 -1.1357  -0.93
H -0.0098 4.6414 -0.1133  0.10
H -5.6753 -1.5840 2.7687  0.08
H -1.7618 6.3565 -0.2951  0.10
H -3.9463 0.5936 3.0821  0.11
H 5.3722 -3.0369 3.4591  0.08
H -3.6042 2.2786 0.1250  0.10
H 0.7408 -2.2648 3.3621  0.10
H -1.1916 0.4038 -5.7207  0.12
H -2.8839 -3.5823 2.8579  0.11
H 1.1391 -4.2101 -0.4636  0.10
H -0.6573 -2.9828 1.9351  0.08
H -3.8232 3.7428 2.1825  0.09
H -5.1314 -1.5103 4.4677  0.08
H -4.0803 5.4569 1.8093  0.08
H 2.7421 -2.3390 0.4276  0.07
H 1.2213 2.6783 -1.0072  0.12
H -2.4733 0.4415 -1.0657  0.13
H -4.5737 4.2083 0.6472  0.09
H 3.1982 -3.2239 -1.0532  0.09
H 1.4372 2.8974 -6.1010  0.08
H 0.8151 -2.9075 0.6727  0.06
H -2.6243 6.6432 1.2199  0.08
H 3.3436 -0.7910 -2.8909  0.10
H -0.2350 -2.0434 -3.4066  0.07
H -0.5389 -3.6823 -0.1544  0.09
H 2.9887 -3.0154 4.0125  0.11
H 2.5940 0.9123 0.9827  0.12
H 2.7332 -2.4134 -3.2386  0.09
H -1.8023 -0.3721 -3.2598  0.14
H 5.6298 -1.5224 4.3419  0.08
H 3.9250 -1.6597 -0.6926  0.10
H -0.9586 6.0133 1.2221  0.09
H 1.6983 -1.0333 -3.5596  0.05
H 0.6087 1.6674 -7.0609  0.08
H 4.7997 0.1658 1.7623  0.11
H 0.6190 -3.5909 -3.0419  0.10
H 6.1209 -1.6201 2.6510  0.07
H -1.0373 -3.2673 -2.4607  0.10
H 0.1582 0.6659 0.9876  0.10
H -4.9801 -3.0056 3.5439  0.07
H 2.1884 1.3245 -6.3699  0.08
H -1.6275 1.2215 2.4149  0.11